Here is C11H16ClNO2 in the gas phase in a non-equilibrium geometry from the OMol25 dataset. Energies are from ωB97M-V with the def2-TZVPD basis set.

Calculated values
SMILES string: CC1=C(O)C(C)(C)C(CO)=C(CCl)C=N1
Kohn-Sham gap (Eh): 0.334
Electronic energy (a.u.): -1094.0644

```
! wB97M-V def2-TZVPD RIJCOSX def2/J DEFGRID3
* xyz 0 1
C -0.224 -0.211 -2.090
C -0.373 -1.214 -1.064
C 0.872 1.394 -0.804
C -0.332 -0.863 0.279
C 0.340 1.196 0.450
C -0.992 0.513 0.670
C 2.113 2.303 -0.916
C -2.297 1.063 -0.026
C -1.391 0.523 2.169
C -0.188 -2.596 -1.514
C 0.352 -1.736 1.315
N 0.388 0.915 -1.994
O 1.046 1.745 1.537
O 1.613 -2.343 0.927
Cl 1.425 -2.945 -2.331
H -0.403 -0.490 -3.095
H 1.999 3.300 -0.594
H 2.372 2.567 -1.975
H 2.977 1.964 -0.271
H -2.594 2.122 0.231
H -3.115 0.451 0.223
H -2.238 0.999 -1.161
H -2.053 -0.353 2.511
H -1.996 1.421 2.257
H -0.614 0.644 3.021
H -0.911 -2.825 -2.235
H -0.179 -3.329 -0.673
H -0.173 -2.563 1.755
H 0.764 -1.038 2.180
H 1.984 1.686 1.305
H 1.829 -2.299 -0.087
*
```


Here is a molecular structure, C11H16CrN2O4S in a non-equilibrium geometry from the OMol25 dataset. Energies are from ωB97M-V with the def2-TZVPD basis set.

Calculated values
Kohn-Sham gap (alpha / beta) (Eh): 0.267 / 0.171
Electronic energy (a.u.): -2281.0513
Expectation value of S²: 6.10

```
! wB97M-V def2-TZVPD RIJCOSX def2/J DEFGRID3
* xyz 2 5
Cr 0.077 0.323 1.510
O 0.014 2.794 -0.362
C 0.007 1.808 0.197
C 0.033 -1.421 0.874
O 0.036 -2.564 0.610
C 1.584 0.151 0.326
O 2.519 0.050 -0.334
C -1.682 0.149 0.718
O -2.653 -0.008 0.124
C -0.060 0.526 -3.232
H -0.978 1.102 -3.161
H 0.850 1.087 -3.063
C -0.059 -0.781 -3.150
H 0.828 -1.236 -2.807
H -0.973 -1.250 -2.891
C 0.443 -3.280 5.788
C 0.402 -1.867 5.252
N -0.319 -1.723 3.968
C -0.424 -0.393 3.482
S 0.945 0.668 3.541
N -1.753 -0.001 3.672
C -2.623 -0.576 4.774
C -2.704 0.258 6.047
H -0.556 -3.694 5.884
H 0.904 -3.273 6.777
H 1.030 -3.922 5.141
H -0.069 -1.191 5.967
H 1.414 -1.487 5.062
H 0.143 -2.375 3.325
H -1.994 0.955 3.446
H -3.635 -0.791 4.385
H -2.170 -1.539 5.011
H -3.178 1.230 5.864
H -3.287 -0.275 6.816
H -1.704 0.441 6.464
*
```